Here is a molecular structure, C15H16Cl2NO4P in a non-equilibrium geometry from the OMol25 dataset. Energies are from the ωB97M-V functional and the def2-TZVPD basis.

Frontier orbital gap: 9.4 eV
Lowest unoccupied orbital energy: 0.17 eV
2S+1: 1

Geometry as XYZ:
```
39
Properties=species:S:1:pos:R:3:nbo_charge:R:1
C 2.56289 0.40058 1.90427 -0.2969
H 3.26534 0.97448 1.11371 0.2098
H 2.84448 -0.59412 1.84102 0.1898
H 2.81932 0.90593 2.94229 0.2054
O 1.21943 0.93603 1.78242 -0.8008
P 0.74896 1.14290 0.23604 2.4717
O 1.71980 1.75638 -0.48547 -1.1107
O -0.38382 2.08303 0.52333 -0.8599
C -0.25474 3.44143 0.75753 -0.2647
H -1.27441 3.94386 0.29844 0.1962
H 0.68069 3.65257 0.11568 0.2210
H -0.07637 3.58676 1.84426 0.1969
C -0.01528 -0.15615 -0.50596 -0.5241
N -0.84106 -0.98381 0.24519 -0.5772
C -0.42091 -1.56472 1.46989 0.2142
C 0.57475 -2.53599 1.44060 -0.2965
C 0.82306 -3.11888 2.54121 0.1386
C 0.07875 -3.26689 3.67179 -0.3308
C -0.87228 -2.41776 3.51869 0.1385
C -1.35839 -1.80747 2.49019 -0.3048
H -2.17370 -1.06067 2.61741 0.2472
Cl -2.05570 -2.69459 4.99658 -0.1342
H 0.48237 -3.91056 4.45712 0.2825
Cl 2.37741 -4.28756 2.49978 -0.1397
H 1.62265 -2.38250 0.60670 0.2449
H -1.62821 -0.25534 0.44323 0.3607
C -0.67006 0.25558 -1.83040 0.0965
C 0.44327 0.15143 -3.07825 -0.1510
C -0.25814 0.60523 -4.17256 0.3180
C -1.54234 1.17218 -4.34270 -0.3178
C -2.16832 1.12881 -3.21629 -0.0777
C -1.76515 0.72134 -1.89985 -0.3173
H -2.46738 0.60854 -1.18107 0.2179
H -3.38152 1.58773 -3.18575 0.1904
H -1.88490 1.59652 -5.18573 0.2348
O 0.81784 0.60145 -5.38988 -0.7318
H 0.36284 1.22846 -5.99432 0.4561
H 1.16559 -0.35521 -3.06224 0.1712
H 0.88326 -1.08899 -0.82690 0.2336
```

=====

Here is a molecular structure, C2H2FRb in a non-equilibrium geometry from the OMol25 dataset. Energies are from the ωB97M-V functional and the def2-TZVPD basis.

Energy above the lowest of the compared OMol25 structures with the same formula, charge and spin: 0.0 kcal per mole
Frontier orbital gap: 4.8 eV
Lowest unoccupied orbital energy: -1.18 eV
2S+1: 1

Geometry as XYZ:
```
6
Properties=species:S:1:pos:R:3:nbo_charge:R:1
F -2.75118 0.04078 0.27691 -0.4749
C -1.53535 0.46747 -0.48297 0.0732
C -0.50194 -0.32411 -0.64726 -0.8376
H -1.55261 1.55636 -0.37859 0.1300
H -0.77133 -1.33270 -1.00780 0.1683
Rb 2.13596 0.03096 1.30979 0.9410
```

=====

Here is a single C5H3BrN4O2 molecule in a non-equilibrium geometry from the OMol25 dataset. Energies are from the ωB97M-V functional and the def2-TZVPD basis.

Frontier orbital gap: 8.9 eV
Lowest unoccupied orbital energy: -0.72 eV
2S+1: 1

Geometry as XYZ:
```
15
Properties=species:S:1:pos:R:3:nbo_charge:R:1
C -0.88177 -2.19223 0.94247 -0.0707
C 0.33213 -1.93386 0.34372 -0.0970
C -0.93496 -0.12742 0.42588 0.1617
C -1.25843 1.27368 0.21425 0.6437
C 1.01729 1.55814 -0.85334 0.7595
N -1.64000 -1.08354 0.98479 -0.3673
N 0.27599 -0.62395 0.03071 -0.1427
N -0.22684 1.96832 -0.43695 -0.6443
N 1.27007 0.21290 -0.68391 -0.3631
O -2.26420 1.84771 0.53045 -0.5215
O 1.83353 2.28162 -1.35353 -0.5838
Br 2.94312 -0.47010 -1.02263 0.3273
H -1.23865 -3.12009 1.33904 0.2188
H 1.18426 -2.54512 0.13215 0.2399
H -0.41155 2.95396 -0.59309 0.4395
```

=====

Here is a molecular structure, C15H16BNO2RhS4Si in a non-equilibrium geometry from the OMol25 dataset. Energies are from the ωB97M-V functional and the def2-TZVPD basis.

Energy above the lowest of the compared OMol25 structures with the same formula, charge and spin: 42.7 kcal per mole
Charge: -1
Frontier orbital gap: 6.5 eV
Lowest unoccupied orbital energy: 2.07 eV
2S+1: 1

Geometry as XYZ:
```
41
Properties=species:S:1:pos:R:3:nbo_charge:R:1
Rh -2.36267 0.29946 0.79726 0.3651
S -6.69890 0.24898 1.88549 -0.1508
C -5.14342 0.60291 1.41511 -0.5351
S -3.95269 1.14260 2.53112 -0.0460
S -4.57755 0.45788 -0.20501 -0.1134
C 3.24678 3.29967 -2.58812 -1.1014
Si 1.96741 3.06303 -1.18192 1.6145
C 2.90184 2.56121 0.40010 -1.1004
C 1.04805 4.71167 -0.92437 -1.1011
C 0.77476 1.68763 -1.69465 -0.5415
C 0.91667 0.95015 -2.86055 -0.1182
C -0.02925 -0.00448 -3.22017 -0.3150
C -1.12135 -0.19100 -2.39440 0.0808
N -1.28062 0.49471 -1.27433 -0.4974
C -0.34617 1.38919 -0.90816 0.0977
S -0.67248 2.11395 0.61995 -0.2727
H 3.95516 4.08120 -2.33085 0.2309
H 2.77426 3.58261 -3.52330 0.2283
H 3.81466 2.39188 -2.76286 0.2263
H 3.71293 3.24512 0.63053 0.2215
H 3.31949 1.56450 0.30314 0.2316
H 2.21849 2.55135 1.24168 0.2593
H 1.74161 5.53581 -0.78881 0.2236
H 0.42130 4.65032 -0.04231 0.2589
H 0.40452 4.95203 -1.76445 0.2332
H 1.76905 1.12897 -3.49837 0.2039
H 0.06392 -0.56833 -4.13623 0.2124
H -1.90517 -0.89879 -2.62666 0.2038
O -0.72413 -2.39355 0.63836 -0.6723
B -1.67594 -1.62215 1.33947 0.9699
O -2.01693 -2.32557 2.50687 -0.6747
C -1.28974 -3.45934 2.52344 0.3009
C -1.23427 -4.46041 3.47267 -0.2785
C -0.34514 -5.50112 3.24844 -0.2297
C 0.44215 -5.54814 2.10637 -0.2358
C 0.37624 -4.55343 1.13774 -0.2480
C -0.49152 -3.50299 1.36905 0.2213
H -1.85134 -4.42235 4.35736 0.2217
H -0.26008 -6.29053 3.98361 0.2052
H 1.12609 -6.37473 1.96993 0.2043
H 0.98397 -4.58992 0.24786 0.2166
```

=====

Here is a single C3H3ClF2OS molecule in a non-equilibrium geometry from the OMol25 dataset. Energies are from the ωB97M-V functional and the def2-TZVPD basis.

Energy above the lowest of the compared OMol25 structures with the same formula, charge and spin: 0.2 kcal per mole
Frontier orbital gap: 9.1 eV
Lowest unoccupied orbital energy: 0.01 eV
2S+1: 1

Geometry as XYZ:
```
11
Properties=species:S:1:pos:R:3:nbo_charge:R:1
C -1.16009 0.25405 0.06810 0.6543
C -0.30408 -1.01735 0.17924 -0.1505
C 1.90800 -0.48984 -0.37491 0.0441
H -0.37499 -1.53105 -0.80146 0.2125
H -0.77806 -1.62331 0.95826 0.2315
H 1.69514 -0.85345 -1.42058 0.1823
O 1.02204 -0.72730 0.56951 -0.4723
F -0.81231 1.03857 -0.96978 -0.3191
F -1.07172 1.02331 1.14125 -0.3005
S 3.34858 0.25434 -0.04339 -0.0386
Cl -2.82367 -0.31066 -0.19858 -0.0439
```

=====

Here is a gas-phase ion, C5H8N (charge +1) in a non-equilibrium geometry from the OMol25 dataset. Energies are from the ωB97M-V functional and the def2-TZVPD basis.

Energy above the lowest of the compared OMol25 structures with the same formula, charge and spin: 61.1 kcal per mole
Charge: +1
⟨S²⟩: 2.0074
Frontier orbital gap (spin up / spin down): 9.2 / 8.1 eV
Lowest unoccupied orbital energy (spin up / spin down): -2.72 / -8.23 eV
2S+1: 3

Geometry as XYZ:
```
14
Properties=species:S:1:pos:R:3:nbo_charge:R:1
C -1.11389 2.36093 1.05918 -0.2120
C -0.41399 1.47539 0.29640 -0.0244
C -0.37754 0.09738 0.60204 -0.0840
C 0.64937 -2.24388 -0.47640 -0.2051
C 1.10024 -1.02678 -1.22572 -0.2425
N 0.24352 -0.86294 -0.13932 -0.1225
H -1.24004 3.33233 0.74499 0.2033
H -1.79538 2.14088 1.94176 0.2172
H 0.07908 1.66769 -0.60409 0.2158
H -0.95635 -0.09962 1.42653 0.2229
H -0.28790 -2.85123 -0.62786 0.2720
H 1.34140 -2.58140 0.35585 0.2566
H 2.09031 -0.61753 -1.13292 0.2525
H 0.68117 -0.79121 -2.22043 0.2501
```

=====

Question: What is the 2S+1 in the first record?
Answer: 1